Molecular formula: C31H35CdN2OP2S
Method: DFT, ωB97M-V with the def2-TZVPD basis set

As for the charge: +1. The calculation puts the energy above the lowest of the compared OMol25 structures with the same formula, charge and spin at 28.64 kcal per mole. Its HOMO-LUMO gap is 0.27536 hartree. As for the spin multiplicity: 1.

The geometry in XYZ format:
```
73
Properties=species:S:1:pos:R:3:forces:R:3
Cd -0.83626 0.02051 2.90084 -0.873 0.925 0.554
N -0.31485 3.81737 4.91381 -1.108 -2.387 -0.245
C -0.53286 2.50786 4.49570 0.694 1.560 0.019
O 0.14620 1.98313 3.57342 -1.154 1.088 1.667
C -1.62480 1.81139 5.33512 0.723 -0.986 -0.090
C -2.27586 0.65176 4.60909 1.159 -0.749 -1.566
H 0.16149 4.44100 4.30199 0.425 0.411 -0.190
H -1.03388 4.16311 5.54729 0.597 0.211 -0.418
H -2.30623 2.52574 5.82512 0.128 -0.076 -0.550
H -1.07499 1.35375 6.17760 0.027 0.287 -0.200
H -3.20486 0.79859 4.07721 -0.253 0.313 0.219
H -2.26824 -0.28595 5.13234 -0.412 -0.090 0.625
C 3.97071 -2.03554 -3.85029 0.038 0.302 0.756
S 2.42675 -1.29876 -4.44087 0.365 0.253 0.043
C 1.30515 -2.41175 -3.62230 -0.688 -0.840 0.543
C 0.26990 -1.72541 -2.66930 1.772 0.465 -1.314
C 1.06440 -0.75673 -1.71762 -1.286 -0.123 -1.635
N 0.15868 -0.13454 -0.76028 0.197 -0.135 2.506
P 0.14689 -0.97371 0.83343 -0.840 1.614 -2.331
C -1.02791 -2.32971 0.55395 2.128 -0.384 0.302
C -0.58678 -3.65453 0.44495 -0.474 -0.175 -0.193
C -1.55597 -4.65082 0.56443 0.370 0.212 -0.289
C -2.88398 -4.34329 0.69077 -0.189 1.321 0.428
C -3.27468 -2.99626 0.71846 -1.703 0.107 0.497
C -2.35820 -1.96662 0.69042 0.366 -0.806 -0.365
C 1.79456 -1.45775 1.31414 1.436 -1.460 0.773
C 1.94591 -2.66288 2.09275 0.509 1.898 -0.004
C 3.14731 -2.91088 2.74830 0.528 1.045 -0.835
C 4.25408 -2.07844 2.52380 0.769 0.010 -0.292
C 4.15797 -0.95549 1.68316 -0.420 0.356 0.701
C 2.91529 -0.59154 1.15481 -0.818 -1.463 0.341
P 0.05650 1.62664 -0.54425 0.428 0.765 1.765
C 0.64829 2.47542 -2.04935 -0.812 -1.182 -0.850
C 1.74069 3.32466 -2.09908 1.025 0.614 -0.300
C 2.18847 3.91289 -3.33694 -0.910 -0.294 2.196
C 1.38623 3.74634 -4.43378 -0.751 0.213 -0.233
C 0.17997 3.03649 -4.33805 0.231 -0.743 -0.625
C -0.11100 2.27107 -3.21349 0.168 1.123 -0.729
C -1.77221 1.90044 -0.51046 -0.281 0.351 -0.260
C -2.64973 0.98316 -1.13077 0.829 0.861 0.483
C -4.00525 1.23913 -0.98197 -0.090 -0.123 0.222
C -4.46592 2.35013 -0.28567 0.230 0.541 0.121
C -3.62311 3.30536 0.30807 0.969 -1.208 -0.597
C -2.26616 3.06268 0.20719 2.088 -1.634 -0.155
H 4.63733 -1.21173 -3.68792 0.521 0.431 0.173
H 4.38312 -2.60774 -4.64823 0.353 -0.807 -0.323
H 3.91780 -2.60988 -2.88469 -0.249 0.536 -1.069
H 1.96810 -3.12405 -3.10872 -0.548 0.166 0.120
H 0.78280 -2.99015 -4.38352 -0.189 -0.033 0.075
H -0.27031 -2.52999 -2.15534 -0.137 0.524 -0.003
H -0.35998 -1.15205 -3.39665 -0.036 -0.284 1.121
H 1.50059 0.06084 -2.32920 -0.037 -0.722 0.314
H 1.86829 -1.31441 -1.24308 0.187 0.038 0.107
H 0.46134 -3.93858 0.24729 -0.640 0.399 0.337
H -1.32621 -5.68667 0.58504 0.628 -0.710 -0.150
H -3.57720 -5.13906 0.87577 -0.445 -0.110 -0.166
H -4.33606 -2.72452 0.88984 0.698 -0.374 -0.320
H -2.59658 -0.90971 0.70680 -0.408 -0.107 0.206
H 1.10172 -3.27113 2.33821 -0.381 -0.318 -0.147
H 3.25838 -3.71476 3.43661 -0.102 -0.628 0.278
H 5.24631 -2.31250 2.98725 -1.141 0.227 -0.369
H 4.99485 -0.24689 1.57901 -0.369 -0.621 -0.039
H 2.75981 0.33950 0.65197 0.142 0.430 -0.360
H 2.25138 3.57225 -1.15902 -0.038 -0.198 -0.464
H 3.00583 4.62919 -3.32541 0.065 -0.414 -0.086
H 1.61502 4.23852 -5.36923 0.077 0.055 0.002
H -0.47574 3.04011 -5.21810 0.254 -0.261 0.432
H -0.96665 1.60884 -3.23876 -0.073 0.089 0.173
H -2.23402 0.11032 -1.67775 -0.498 0.651 0.484
H -4.72646 0.52775 -1.35201 -0.168 0.008 -0.213
H -5.51831 2.47721 -0.20316 -0.742 0.089 0.080
H -3.90816 4.16362 0.87878 -0.720 0.222 0.083
H -1.46869 3.62760 0.77052 -1.140 -0.265 -0.769
```
Forces are in eV/Å.



Molecular formula: C31H35F9N4OP2Pd
Method: DFT, ωB97M-V with the def2-TZVPD basis set

As for the expectation value of S²: 2.0123. The calculation puts the energy above the lowest of the compared OMol25 structures with the same formula, charge and spin at 158.45 kcal per mole. Its HOMO-LUMO gap (alpha / beta) is 0.23831 / 0.20210 hartree. As for the spin multiplicity: 3.

The geometry in XYZ format:
```
83
Properties=species:S:1:pos:R:3:forces:R:3
Pd -0.33184 -2.23909 -0.16406 2.618 4.063 -1.940
C -0.86046 -3.34820 -2.04719 -0.449 -0.705 -1.121
C -1.78908 -2.34268 -2.11841 0.365 -0.966 -1.586
C -3.19660 -2.43839 -1.66426 -0.760 -0.103 0.782
C -3.29661 -3.08002 -0.26708 -0.820 -0.190 -0.241
C -2.09938 -2.80306 0.61531 -0.335 -2.798 2.588
C -1.01686 -3.75278 0.83476 -2.510 0.239 0.315
C -0.77688 -4.88127 -0.11331 0.012 -0.822 0.525
C -1.19550 -4.74916 -1.59426 -0.209 0.188 0.810
C 1.09354 -0.61101 0.91333 1.579 1.249 0.481
H 0.04414 -3.32805 -2.66449 -0.266 0.673 0.382
H -1.62414 -1.55297 -2.85000 0.467 -0.232 0.424
H -3.88195 -3.00228 -2.31990 0.600 0.130 -0.246
H -3.61526 -1.42945 -1.64244 -0.031 -0.019 -0.012
H -4.19826 -2.67980 0.24082 0.452 -0.245 -0.227
H -3.48915 -4.17198 -0.39132 0.288 0.781 0.345
H -2.39245 -2.31332 1.55822 0.301 -0.054 -0.608
H -0.62388 -3.80996 1.86124 0.043 -0.091 -0.642
H -1.39429 -5.61624 0.38591 0.291 -1.278 -0.126
H 0.29616 -5.11657 -0.07290 -0.346 -0.393 0.152
H -0.64392 -5.50085 -2.18737 -0.216 0.471 0.258
H -2.26903 -4.95210 -1.72007 0.431 -0.010 -0.030
H 1.88747 -0.82565 0.14524 -0.923 -0.096 1.006
H 1.51151 -0.79438 1.90769 -0.276 -0.400 -0.134
H 1.00617 0.51796 0.86765 0.601 -1.389 0.251
P -1.12478 -0.03260 1.67103 1.217 -0.016 1.805
P 0.24747 0.90362 -1.22682 1.548 0.171 -3.736
N -1.26872 -1.18987 3.24423 -0.745 0.734 -1.028
N -1.39868 1.47305 2.43024 0.046 0.666 -0.357
N 0.88442 -0.43642 -2.47616 0.372 -0.804 1.347
N 0.47427 2.07154 -2.46972 -0.145 0.921 -0.533
C -2.19638 0.21702 0.14232 -1.706 -0.082 -0.035
C -1.56138 0.63138 -1.24222 -0.225 0.136 -0.390
C -0.23992 -2.08075 3.56838 -0.759 -0.550 0.144
C -0.73064 -3.02934 4.45664 -0.406 1.240 -0.625
C -2.10344 -2.69560 4.73155 0.298 1.147 -1.233
C -2.40666 -1.55268 3.98786 0.933 -0.993 -0.051
C -0.47673 2.05298 3.33294 -0.909 0.180 0.012
C -1.16981 2.99035 4.07797 0.486 -0.784 -0.494
C -2.51803 3.05781 3.58965 0.124 -0.754 -0.623
C -2.62749 2.16028 2.55554 0.191 0.198 0.477
C 1.98172 -1.17839 -1.99785 0.016 0.133 -1.066
C 2.29050 -2.19484 -2.90372 0.288 0.404 0.233
C 1.39876 -2.05347 -3.99564 -0.668 1.036 0.625
C 0.53923 -0.98158 -3.69973 0.867 -0.129 -0.145
C -0.01375 2.15499 -3.77807 -0.107 0.443 -0.236
C 0.41407 3.35883 -4.32505 -0.433 -0.940 0.109
C 1.22036 4.02352 -3.35043 -0.115 -0.620 0.599
C 1.27367 3.19891 -2.24260 -0.680 -0.015 -0.561
H -2.85829 1.07493 0.36343 0.125 -0.856 0.105
H -2.80427 -0.70286 0.02356 0.271 0.924 0.075
H -1.83632 -0.02778 -2.08841 -0.076 0.441 0.927
H -1.96744 1.62227 -1.52582 0.198 -0.347 0.320
H 0.75719 -1.97961 3.15845 -0.387 -0.054 0.064
H -0.17271 -3.85569 4.85312 0.139 -0.029 0.197
H -2.80293 -3.23961 5.33764 -0.014 0.012 0.239
H -3.31797 -0.98160 3.90806 0.024 -0.021 -0.002
H 0.58725 1.81412 3.20698 -0.614 0.015 0.498
H -0.76803 3.56055 4.89886 0.125 0.143 -0.168
H -3.32735 3.68364 3.94616 0.278 0.022 -0.100
H -3.42017 2.03448 1.82025 0.149 -0.158 0.641
H 2.63841 -0.67036 -1.28737 -0.270 -0.606 -0.190
H 3.12584 -2.91103 -2.83577 -0.556 0.647 0.011
H 1.39073 -2.62071 -4.90991 -0.039 -0.053 -0.063
H -0.13305 -0.47176 -4.38471 -0.061 -0.492 0.419
H -0.53601 1.31065 -4.24937 0.122 0.934 0.422
H 0.17545 3.68021 -5.34381 0.195 -0.084 0.532
H 1.69993 4.99177 -3.44071 0.000 -0.325 0.001
H 1.83560 3.16225 -1.32382 -0.056 0.320 0.056
F 5.65158 2.79191 -0.51802 -0.560 0.694 -0.006
C 4.64784 3.70177 -0.59239 0.096 0.413 -0.259
F 5.17169 4.95419 -0.33961 0.013 -1.265 -0.968
F 4.18106 3.66559 -1.86477 0.609 0.200 0.628
C 3.49493 3.42277 0.41718 1.315 0.069 1.210
O 2.78609 2.35722 0.17484 -0.289 0.344 -0.047
C 4.28228 3.27352 1.86709 -0.323 0.408 -0.282
F 5.37208 4.08791 2.05761 -1.046 -0.751 0.080
F 3.37266 3.55121 2.84730 0.699 -0.252 -0.171
F 4.71250 2.01026 2.06599 -0.322 0.676 -0.156
C 2.70523 4.82771 0.51956 -0.248 0.588 0.125
F 3.35252 5.78038 1.25558 -0.603 -0.708 -0.433
F 2.47691 5.41362 -0.71129 0.096 -0.673 1.145
F 1.49525 4.64064 1.10064 0.616 0.099 -0.493
```
Forces are in eV/Å.



Molecular formula: C31H35N3O4ReSi
Method: DFT, ωB97M-V with the def2-TZVPD basis set

As for the expectation value of S²: 0.7629. As for the charge: +2. The calculation puts the energy above the lowest of the compared OMol25 structures with the same formula, charge and spin at 0.00 kcal per mole. Its HOMO-LUMO gap (alpha / beta) is 0.24296 / 0.24418 hartree. As for the spin multiplicity: 2.

The geometry in XYZ format:
```
75
Properties=species:S:1:pos:R:3:forces:R:3
Re 0.11330 0.34197 -0.48433 0.387 -0.268 -0.058
C 0.74096 -1.87213 -2.64940 0.085 0.040 -0.060
N 0.83225 -0.50749 -2.08260 -0.244 0.192 -0.032
C 1.41630 0.39729 -2.95121 -0.029 0.005 -0.091
C 1.37462 1.71692 -2.66153 0.017 -0.026 0.030
C 1.76820 2.91220 -3.33239 0.000 0.101 -0.024
C 1.31914 3.94927 -2.56650 0.058 -0.003 -0.058
C 0.66163 3.38038 -1.43572 -0.059 -0.039 0.022
N 0.69236 2.06632 -1.48127 0.122 0.119 0.080
C 0.01838 -1.88166 -3.97626 0.009 0.002 0.037
C -1.12827 -1.11930 -4.18405 -0.029 -0.004 0.025
C -1.80275 -1.18096 -5.39408 0.011 -0.008 0.003
C -1.33570 -2.00760 -6.40728 0.000 0.002 -0.007
C -0.19242 -2.76706 -6.20799 0.009 0.001 0.014
C 0.48496 -2.69989 -4.99776 0.021 -0.040 -0.006
H 0.24545 -2.50401 -1.92639 -0.060 -0.007 0.031
H 1.75453 -2.26324 -2.76708 0.019 -0.008 0.048
H 1.85934 0.01785 -3.86517 0.017 -0.025 0.031
H 2.29192 2.96335 -4.27405 -0.009 -0.002 0.021
H 1.42266 5.00398 -2.76119 -0.007 -0.017 -0.002
H 0.17588 3.91355 -0.63145 0.009 -0.021 0.009
H -1.50708 -0.47327 -3.39805 -0.001 0.003 -0.002
H -2.69449 -0.58754 -5.54689 0.008 0.000 0.005
H -1.86084 -2.05585 -7.35176 0.004 -0.001 0.008
H 0.17770 -3.40876 -6.99639 -0.003 0.005 0.005
H 1.37974 -3.29421 -4.84569 -0.013 0.014 -0.007
O -0.41979 -0.65234 2.32243 0.028 -0.045 -0.155
C -0.31787 -0.72969 1.13904 -0.123 -0.134 0.366
C -3.29967 -3.40511 0.10164 -0.018 -0.033 0.035
C -2.03181 -4.15489 -0.33689 0.001 0.100 -0.019
C -1.89994 -4.02695 -1.85868 -0.012 -0.031 -0.006
C -2.17520 -5.63823 0.05109 0.056 -0.033 0.010
Si -0.53321 -3.50101 0.58132 -0.016 -0.083 -0.112
O -0.60756 -1.66962 0.23582 0.009 0.070 0.200
C 1.15087 -3.90542 -0.08761 -0.040 -0.032 0.021
C 1.39813 -5.03646 -0.86837 -0.005 0.024 -0.041
C 2.67222 -5.30258 -1.35327 0.019 -0.006 -0.001
C 3.72097 -4.44162 -1.06220 -0.036 0.002 0.013
C 3.49763 -3.32004 -0.27103 0.028 -0.010 -0.006
C 2.22606 -3.06207 0.21515 -0.007 0.027 -0.010
C -0.58146 -3.70211 2.41211 -0.006 0.044 -0.041
C 0.47578 -4.38746 3.01928 -0.006 -0.011 0.029
C 0.43579 -4.69928 4.37167 -0.003 -0.016 0.038
C -0.66050 -4.32976 5.13552 0.018 0.004 -0.037
C -1.71697 -3.64109 4.54839 -0.014 0.007 -0.007
C -1.67871 -3.33279 3.20022 0.016 0.013 0.070
H -4.14813 -3.77423 -0.48068 0.012 0.003 0.000
H -3.22790 -2.32838 -0.07139 -0.005 -0.006 -0.002
H -3.53359 -3.57736 1.15196 -0.022 -0.007 -0.032
H -2.72843 -4.55942 -2.33375 0.004 0.022 0.000
H -0.97384 -4.45230 -2.24843 0.003 -0.026 -0.015
H -1.96164 -2.98745 -2.18378 0.000 0.051 -0.022
H -3.09724 -6.03089 -0.38525 0.014 -0.001 0.000
H -2.23136 -5.77866 1.13257 -0.016 0.001 -0.016
H -1.35146 -6.24795 -0.32687 -0.036 -0.003 0.025
H 0.59587 -5.72467 -1.10515 0.031 0.014 -0.013
H 2.84553 -6.18717 -1.95231 0.005 0.012 0.007
H 4.71454 -4.65199 -1.43591 -0.009 0.004 -0.001
H 4.31914 -2.66005 -0.02215 -0.008 -0.011 -0.005
H 2.07844 -2.19397 0.85242 0.003 -0.002 0.007
H 1.33404 -4.69692 2.43505 -0.005 0.010 0.002
H 1.25753 -5.24040 4.82239 -0.017 0.008 0.006
H -0.69853 -4.58168 6.18750 0.006 0.001 -0.013
H -2.57486 -3.35469 5.14286 0.010 -0.006 0.002
H -2.50681 -2.78834 2.76539 0.008 0.007 0.025
N 0.70242 2.48148 3.64706 -0.034 -0.022 0.035
C -0.54863 2.57545 2.82186 -0.106 0.012 -0.041
C -0.27847 1.92978 1.48696 0.137 -0.316 -0.106
O -1.19227 1.70818 0.66452 -0.008 0.101 0.083
O 0.89133 1.49522 1.24184 -0.232 0.220 -0.340
H 1.16534 3.38352 3.76585 0.022 0.008 -0.020
H 1.34860 1.84658 3.15170 0.027 0.005 -0.006
H 0.51877 2.09863 4.57609 -0.018 -0.001 0.004
H -0.86762 3.60954 2.71530 0.036 0.025 0.052
H -1.33843 2.00547 3.30621 -0.016 0.026 0.014
```
Forces are in eV/Å.